Below is a structure of composition C31H26MnN8, with properties calculated with the ωB97M-V functional and the def2-TZVPD basis.

```
66
Properties=species:S:1:pos:R:3:forces:R:3:lowdin_spin:R:1
Mn -0.368859 0.074439 -0.216708 0.4320 0.2088 0.1679 0.9842
N -0.725692 -0.791470 1.806884 -0.3248 -0.0649 -0.1113 -0.0040
N -0.228879 1.857149 -1.461189 -0.0301 -0.0333 -0.0334 -0.0002
N -2.244070 -0.830618 -0.590468 -0.0964 0.0463 0.1643 0.0032
N 3.621684 1.228974 0.763552 -0.0424 -0.0062 -0.0285 -0.0005
N -1.789644 1.251529 0.414993 -0.0796 -0.1612 -0.0679 -0.0031
N 1.675145 -1.888501 -0.908074 -0.1227 0.0461 0.0176 -0.0003
N 0.318021 -1.637994 -0.844982 -0.0464 -0.0342 0.1112 -0.0088
N 1.626333 0.248283 0.069562 0.1794 0.0405 -0.0123 -0.0044
C -4.171420 -2.763370 0.228942 0.0710 0.0397 -0.0100 -0.0010
C -0.077941 -1.401067 2.802503 -0.0117 0.0112 0.0785 0.0028
C 0.693205 2.166903 -2.379858 -0.0528 0.0329 -0.0626 0.0020
C 0.846444 3.482110 -2.831371 -0.0228 -0.0085 -0.0021 -0.0004
C -3.539581 2.806152 -0.279351 -0.0178 -0.0805 -0.0746 -0.0006
C -2.836297 -3.156860 -0.187263 0.0260 0.1311 -0.0021 0.0098
C -4.508751 2.005092 -0.712741 -0.0451 0.1193 0.0434 0.0000
C -0.541916 -2.589511 -0.854770 -0.0844 0.2056 0.0975 0.0126
C -2.542070 0.069441 0.693211 -0.2414 0.0152 0.0239 0.0064
C 3.771741 -0.882864 -0.348164 -0.0177 -0.0373 -0.0103 -0.0008
C 2.300225 1.215815 0.624215 0.0299 -0.0270 -0.0624 0.0003
C -2.057479 -0.580507 1.936330 0.2745 -0.0677 -0.0923 0.0032
C 5.914087 -1.889282 -0.763537 0.0146 0.0137 0.0023 -0.0001
C -2.796932 -0.927946 3.034184 0.0228 -0.0162 0.0723 0.0000
C 4.417216 0.188868 0.265376 0.0325 0.0547 0.0347 -0.0004
C -2.162593 2.312079 -0.195829 0.0955 -0.0287 0.0285 -0.0039
C 4.542020 -1.930108 -0.867069 -0.0078 -0.0042 0.0145 -0.0003
C -1.929416 -2.231396 -0.534293 -0.0305 -0.1594 -0.0038 -0.0037
C -2.115186 -1.538197 4.086445 0.0068 0.0106 -0.0336 0.0040
C 2.318012 -0.875604 -0.418401 0.0811 -0.0372 -0.1023 -0.0025
C 0.016438 4.481754 -2.372816 -0.0385 -0.0202 0.0276 0.0015
C 1.382859 -1.690453 2.654671 0.0332 -0.0260 0.0134 0.0005
C -3.625213 -0.380755 -0.201611 -0.0654 -0.0959 -0.1615 -0.0008
C -0.994505 4.148975 -1.476977 0.0564 0.0004 -0.0584 -0.0011
C -1.073263 2.843926 -1.044818 -0.0318 -0.0037 0.0531 0.0004
C 1.536426 1.079275 -2.968376 0.0448 -0.0095 0.0128 0.0003
C -0.762906 -1.776424 3.962995 -0.0045 0.0177 -0.0310 -0.0010
C 6.542828 -0.807149 -0.140241 -0.0053 -0.0034 -0.0030 -0.0003
C -4.321464 0.582943 -1.165914 0.0085 0.0051 -0.0611 0.0009
C -4.526234 -1.479508 0.247853 -0.0513 -0.0509 0.0392 0.0047
C 5.803045 0.235652 0.376794 -0.0348 -0.0197 -0.0127 0.0000
H -0.217529 -2.264214 4.758661 0.0009 -0.0004 0.0018 -0.0002
H -3.762318 0.576892 -2.106100 0.0228 0.0025 0.0226 0.0000
H -3.728691 3.852249 -0.073743 0.0086 0.0058 0.0199 -0.0002
H 1.581417 -2.218155 1.721871 -0.0063 0.0046 0.0004 0.0002
H 1.733827 -2.308125 3.477862 -0.0017 0.0014 -0.0004 0.0000
H 4.040788 -2.760887 -1.343104 -0.0065 0.0019 -0.0002 0.0000
H -5.296849 0.161218 -1.404473 0.0164 -0.0212 -0.0140 0.0000
H -5.530017 -1.180220 0.523975 -0.0038 -0.0086 -0.0024 0.0001
H 1.608140 3.695411 -3.569355 0.0061 -0.0062 0.0022 0.0001
H 1.964472 -0.767460 2.659585 -0.0087 0.0077 -0.0061 0.0002
H 2.570266 1.153134 -2.622972 0.0031 -0.0216 0.0120 0.0000
H 4.060085 2.020626 1.209929 0.0247 -0.0099 0.0029 0.0000
H -5.500092 2.425008 -0.833672 -0.0073 -0.0088 0.0293 0.0000
H -3.859655 -0.737138 3.076135 -0.0031 0.0064 -0.0056 0.0000
H -2.640920 -1.829462 4.985611 -0.0111 -0.0002 -0.0014 0.0002
H 0.127069 5.497459 -2.726909 0.0031 0.0055 0.0031 0.0001
H 1.557518 1.177083 -4.053794 0.0066 0.0115 0.0081 0.0001
H -4.874473 -3.535727 0.507503 -0.0336 0.0283 0.0161 -0.0002
H -1.703660 4.887069 -1.130085 -0.0051 -0.0018 0.0096 -0.0001
H 1.757576 2.073652 1.003587 0.0037 0.0031 0.0025 0.0001
H 1.147787 0.095462 -2.721167 -0.0150 -0.0167 0.0207 0.0003
H -2.577102 -4.206260 -0.215566 0.0405 0.0008 -0.0228 0.0004
H 6.286278 1.076387 0.858263 0.0061 0.0022 0.0020 0.0000
H -0.260845 -3.632954 -0.958354 0.0549 0.0127 -0.0664 0.0002
H 6.510348 -2.696640 -1.164565 0.0000 -0.0017 -0.0014 0.0000
H 7.621137 -0.784199 -0.062810 0.0022 0.0000 0.0024 0.0000
```
Forces are in eV/Å.

2S+1: 2
Expectation value of S²: 0.79
Total charge: +2
Frontier orbital gap (alpha / beta) in eV: 7.20 / 7.17
Highest occupied orbital energy (alpha / beta) in eV: -13.42 / -13.38

=====

Below is a structure of composition C31H27AsBF2IrN8O4, with properties calculated with the ωB97M-V functional and the def2-TZVPD basis.

```
75
Properties=species:S:1:pos:R:3:forces:R:3:lowdin_spin:R:1
Ir 5.427571 2.583081 18.426130 -3.7515 0.0291 -0.6715 1.5764
As 5.054614 5.918977 18.628451 -0.5647 -0.1595 -0.0260 0.0315
F 4.873169 2.341620 21.541563 2.2748 0.8941 -0.4765 0.0258
F 7.747119 4.799751 18.760881 -2.1476 -1.7934 1.0589 0.0117
O 11.015500 -0.690703 17.109194 -0.1334 0.7418 1.2200 0.0224
O 2.891094 0.572253 20.802105 -0.1962 1.9364 -1.3202 0.0092
O 2.223777 2.646257 20.749195 0.0654 -0.1916 -0.0166 0.0125
O 11.706532 -1.141523 19.126506 -1.2404 1.5797 -0.6075 0.1021
N 2.050372 -0.020842 18.311145 1.5032 2.3304 -0.4418 0.0075
N 3.363771 1.935579 19.029561 -1.4813 -1.7852 -3.2527 0.0705
N 2.771505 1.705444 20.251661 -0.1130 -1.4967 2.6722 0.0074
N 6.608422 2.689264 19.983115 4.1597 1.0032 2.0006 0.1666
N 7.209546 2.369652 17.519440 3.0420 -1.1303 2.1377 0.2863
N 11.039725 -0.472209 18.323850 1.2597 -2.0967 -0.0668 0.0211
N 4.303359 2.198419 16.520628 -1.0149 1.9954 1.0689 0.0630
N 3.129476 1.437435 16.823744 1.2891 -0.7330 -4.9587 0.0055
C 4.016693 8.224369 19.827164 -0.1076 0.2588 0.0768 0.0029
C 6.809032 8.620962 15.094043 0.3174 -1.4502 0.1211 0.0001
C 9.964227 0.845035 20.210030 0.3542 -0.7901 -0.0073 0.3059
C 7.097997 2.056430 22.271482 -3.1800 0.1843 1.0920 0.3394
C 5.431418 8.489782 15.291542 -0.2882 1.6161 -0.3779 0.0009
C 10.147615 0.553122 18.817597 -0.6347 0.8249 -0.5017 0.3062
C 2.380211 5.370714 19.567032 -1.4418 0.9161 2.6291 -0.0004
C 2.806433 1.097921 18.036943 0.4824 -0.6108 5.0684 0.0180
C 8.191865 1.886753 18.387634 -1.8543 0.8974 -0.9661 0.1531
C 4.019801 9.373182 20.628475 0.0071 0.3174 -0.1093 0.0011
C 5.705829 6.884337 17.009148 1.0914 -0.5041 0.2649 0.0098
C 5.843319 7.273489 21.168627 -0.5867 0.7431 -1.7742 0.0002
C 6.217703 2.834343 21.342265 -0.8829 -1.0001 1.4408 0.0647
C 7.644759 7.647796 15.685008 0.0610 -0.5003 0.7516 0.0003
C 3.114285 5.569997 18.446756 1.5061 -0.8730 -1.8068 0.0014
C 9.378309 1.288267 17.856092 0.2156 1.5830 -0.5868 0.1583
C 2.493644 5.663392 17.199708 -0.1821 0.2226 -1.5195 -0.0005
C 1.103905 5.935906 17.115210 1.8902 0.1348 0.6560 0.0001
C 8.322479 1.578318 22.007205 2.5708 -1.3236 -0.1850 0.1113
C 8.845743 1.565364 20.698123 -0.6059 0.2394 1.0875 0.2326
C 9.676254 1.715568 16.509710 0.3254 -2.3905 0.8608 0.1504
C 7.518051 2.699711 16.289664 1.6025 0.7198 -2.7764 0.2000
C 7.930042 2.126000 19.762056 -2.3615 -0.0351 -2.3525 0.2987
C 4.946853 7.213020 20.030116 1.0603 -0.0187 1.9811 0.0101
C 4.845566 7.710869 16.269864 0.3126 -1.1537 0.0880 0.0024
C 0.991687 5.683481 19.506555 0.8339 -0.7193 0.1064 0.0001
C 5.911403 8.473191 21.862240 0.1954 0.5945 -0.6498 0.0004
C 8.718822 2.318041 15.709132 -0.3354 1.0497 -0.2949 0.0914
C 5.019640 9.539691 21.578373 0.5862 -1.2634 0.2952 0.0000
C 0.411636 6.078822 18.292814 -0.7787 0.1279 1.1524 -0.0003
C 7.099668 6.808761 16.701984 -1.0592 0.4819 -0.8785 0.0008
B 6.491803 4.213277 19.027380 1.1505 1.8140 -1.1468 0.0572
H 2.008824 -0.142144 19.339304 -0.1323 -0.7738 -0.8024 0.0000
H 2.869094 5.193539 20.577402 -0.7930 0.2160 -1.4225 0.0001
H 6.230214 3.874290 21.680460 -0.3399 0.1675 -0.0409 0.0212
H 2.192806 -0.805549 17.671928 -0.5640 0.1985 0.5123 0.0012
H 5.197656 10.428555 22.159081 -0.4202 0.3957 -0.1605 0.0000
H 8.916434 2.640874 14.678027 0.1508 -0.2740 0.5874 0.0026
H 6.921091 3.471806 15.772634 -0.2182 -0.8036 0.1904 0.0096
H 4.782817 9.124802 14.677418 0.1761 -0.2216 0.3053 0.0001
H -0.590652 6.544534 18.277091 0.5211 -0.6852 0.0849 0.0000
H 0.617913 6.225809 16.216545 -0.0737 -0.1506 -0.8673 0.0000
H 8.714862 7.470778 15.385875 -1.2324 0.6328 0.4283 0.0000
H 8.838192 1.033365 22.780192 0.1957 -0.0468 0.2588 0.0006
H 3.035428 0.731108 16.070133 -0.7289 0.6213 0.8468 0.0012
H 6.602532 6.530006 21.394086 -0.1473 -0.1520 -0.3053 0.0002
H 4.089667 3.173104 16.165272 -0.1348 -1.7092 0.0659 0.0020
H 0.402602 5.571994 20.419499 0.1320 0.3292 -0.3248 0.0000
H 6.817486 8.680400 22.451219 -0.8397 -0.2879 0.2737 0.0000
H 7.194634 9.371338 14.402177 -0.0969 -0.3859 0.1166 0.0000
H 6.505154 1.764969 23.172250 1.0351 0.3890 -0.4102 0.0096
H 3.760825 7.608749 16.349820 0.4702 0.4982 0.1276 0.0001
H 3.279769 10.159656 20.415126 0.4721 -0.4103 0.2429 0.0001
H 10.717331 0.408830 20.873576 -0.2541 0.1837 0.0740 0.0089
H 7.688386 6.047015 17.202926 0.1569 0.5532 -0.2736 0.0003
H 4.921545 1.677897 15.917092 -0.1563 -0.0466 -0.4372 0.0025
H 3.267074 8.156900 19.037752 0.2511 -0.0103 0.0873 0.0003
H 10.616038 1.353851 16.121949 0.1151 0.2918 -0.2655 0.0035
H 3.110021 5.608231 16.258156 -0.7600 0.2643 1.0497 0.0000
```
Forces are in eV/Å.

Relative energy (zero: lowest compared OMol25 entry of this formula, charge and spin) in kcal/mol: 164.1
2S+1: 6
Expectation value of S²: 8.80
Total charge: +3
Frontier orbital gap (alpha / beta) in eV: 5.26 / 2.96
Highest occupied orbital energy (alpha / beta) in eV: -14.99 / -16.21

=====

In the order shown, the computed F_max values come out to 0.51, 5.18 eV Å⁻¹.